(1)
The following is a DFT calculation (ωB97M-V/def2-TZVPD) of a molecular structure, C21H23CrN6O6.

- Energy relative to the best compared isomer or geometry (same formula, charge and spin): 0.0 kcal per mole
- Lowest unoccupied orbital energy (alpha / beta): -8.197 / -7.659 eV
- Molecular weight: 507.447 g mol⁻¹
- Gap between HOMO and LUMO (alpha / beta): 7.200 / 7.738 eV
- Total energy: -2637.85419 a.u.
- Highest occupied orbital energy (alpha / beta): -15.3970 / -15.3972 eV
- Net charge: +2
- Multiplicity: 4

Atoms and positions in Å:
Cr: -1.26 -0.48 -0.07
N: -1.58 -0.26 2.03
C: -0.48 -0.70 2.93
C: 0.96 -0.18 2.61
C: 1.87 -1.17 1.88
C: 1.23 -1.93 0.70
N: 0.74 -1.02 -0.41
H: -1.73 0.77 2.14
H: -2.47 -0.68 2.34
H: -0.42 -1.80 2.88
H: -0.74 -0.45 3.94
H: 1.41 0.08 3.55
H: 0.90 0.74 2.02
H: 2.09 -1.98 2.58
H: 2.82 -0.71 1.65
H: 0.37 -2.44 1.14
H: 1.97 -2.62 0.35
H: 0.79 -1.56 -1.31
H: 1.33 -0.20 -0.47
C: -1.21 -0.01 -4.38
C: -1.27 -1.33 -4.79
C: -1.55 -2.38 -3.91
C: -1.64 -2.04 -2.57
N: -1.49 -0.77 -2.11
C: -1.30 0.21 -3.01
C: -1.98 -3.01 -1.48
C: -2.38 -4.31 -1.68
C: -2.70 -5.12 -0.62
C: -2.70 -4.62 0.65
C: -2.29 -3.31 0.82
N: -1.97 -2.49 -0.21
H: -1.11 0.86 -5.03
H: -1.19 -1.47 -5.85
H: -1.65 -3.40 -4.21
H: -1.17 1.20 -2.62
H: -2.38 -4.72 -2.66
H: -2.98 -6.13 -0.79
H: -2.94 -5.19 1.54
H: -2.33 -2.93 1.81
O: -1.55 2.43 1.42
C: -0.75 2.29 0.52
O: -0.84 1.30 -0.32
C: 0.44 3.16 0.43
C: 0.55 4.37 1.15
C: 1.78 5.04 1.23
C: 2.93 4.48 0.62
C: 2.75 3.33 -0.14
C: 1.53 2.67 -0.28
N: 3.93 2.58 -0.54
O: 3.77 1.39 -0.77
O: 4.98 3.16 -0.60
N: 1.92 6.31 1.93
O: 0.93 6.81 2.39
O: 3.05 6.74 1.97
H: -0.28 4.75 1.71
H: 3.90 4.98 0.76
H: 1.37 1.79 -0.86

---

(2)
The following is a DFT calculation (ωB97M-V/def2-TZVPD) of a molecular structure, C21H23F6N3O5PPdS4.

- Energy relative to the best compared isomer or geometry (same formula, charge and spin): 0.0 kcal per mole
- Lowest unoccupied orbital energy: -5.838 eV
- Molecular weight: 777.081 g mol⁻¹
- Gap between HOMO and LUMO: 5.982 eV
- Total energy: -4015.41587 a.u.
- Highest occupied orbital energy: -11.8201 eV
- Net charge: +1

Atoms and positions in Å:
Pd: 0.34 -0.13 0.95
C: 0.10 2.86 -2.26
C: -0.38 2.24 -0.98
N: 0.60 1.67 -0.15
N: 1.73 2.19 -0.25
C: 2.74 1.56 0.49
S: 2.49 0.21 1.43
S: 4.31 2.20 0.35
C: 4.02 3.86 -0.34
C: 3.23 4.77 0.56
C: 2.06 5.35 0.10
C: 1.33 6.21 0.91
C: 1.76 6.47 2.20
C: 2.93 5.89 2.67
C: 3.66 5.04 1.85
C: -1.70 2.18 -0.63
C: -2.68 2.78 -1.53
C: -4.00 2.64 -1.33
C: -4.50 1.89 -0.20
C: -3.67 1.35 0.70
C: -2.23 1.52 0.60
O: -1.51 1.12 1.52
H: 1.13 2.61 -2.44
H: -0.01 3.95 -2.24
H: -0.49 2.48 -3.09
H: 3.55 3.76 -1.32
H: 5.04 4.22 -0.49
H: 1.72 5.15 -0.91
H: 0.42 6.67 0.54
H: 1.19 7.14 2.84
H: 3.28 6.10 3.67
H: 4.58 4.60 2.23
H: -2.33 3.33 -2.38
H: -4.70 3.08 -2.02
H: -5.57 1.78 -0.08
H: -4.02 0.80 1.57
F: 2.22 -3.55 -3.55
C: 2.16 -2.22 -3.58
F: 1.25 -1.85 -4.48
F: 3.34 -1.73 -3.93
S: 1.72 -1.56 -1.92
O: 1.37 -0.17 -2.12
O: 2.85 -1.86 -1.09
N: 0.50 -2.50 -1.53
S: -0.95 -2.08 -1.21
O: -1.07 -0.71 -0.67
O: -1.60 -3.10 -0.45
C: -1.85 -1.99 -2.82
F: -1.69 -3.13 -3.46
F: -1.36 -0.99 -3.54
F: -3.14 -1.77 -2.59
C: -1.39 -2.24 2.76
P: 0.32 -1.94 2.28
C: 1.21 -1.65 3.83
C: 1.03 -3.46 1.61
H: -1.42 -2.99 3.55
H: -1.95 -2.59 1.89
H: -1.82 -1.31 3.12
H: 1.02 -2.49 4.50
H: 0.85 -0.73 4.30
H: 2.28 -1.57 3.66
H: 0.99 -4.22 2.39
H: 2.06 -3.27 1.32
H: 0.47 -3.78 0.74